No. 1
Here is a cluster of 12 separate species, C54H105N3O24 in total from OMol25. Energies are from wB97M-V/def2-TZVPD.

The geometry in XYZ format:
```
186
Properties=species:S:1:pos:R:3:forces:R:3
O 6.270350 1.113967 2.465295 -0.3 -0.2 -0.6
N 6.095880 0.025557 1.929425 0.0 0.7 1.0
O 6.551610 -1.005163 2.385785 0.0 -0.3 -0.6
C 5.258300 -0.030283 0.739755 -2.4 0.4 -2.0
C 5.461850 -1.041393 -0.207895 1.8 0.8 2.7
C 4.721990 -1.092803 -1.331125 -0.7 -0.1 -1.8
C 3.690220 -0.208793 -1.551355 -1.2 1.0 0.5
C 3.353190 0.792557 -0.616685 1.2 -1.3 -0.1
C 4.160560 0.876447 0.509725 1.2 -0.5 1.3
H 6.292440 -1.686953 0.036555 0.0 -0.4 -0.4
H 4.955170 -1.769153 -2.140185 0.1 -0.4 0.2
H 3.060170 -0.310103 -2.422655 0.2 0.0 -0.3
H 2.506120 1.445007 -0.768945 0.0 0.0 0.1
H 3.937520 1.573217 1.304185 0.0 0.3 -0.1
O 1.352070 -4.297563 4.321835 -0.3 0.6 0.6
N 1.203480 -4.874653 3.280795 1.0 -1.4 -0.6
O 0.970120 -4.351733 2.206745 -0.2 -0.3 0.1
C 1.456670 -6.358403 3.322715 -0.1 -1.0 -1.4
C 1.375780 -7.018343 4.522045 -0.6 -0.1 1.2
C 1.549900 -8.400853 4.629835 1.0 0.4 -1.9
C 2.040440 -9.056663 3.481995 -0.5 0.2 -0.2
C 2.146640 -8.423483 2.211835 -0.5 0.5 2.0
C 1.762480 -7.081543 2.141015 0.6 0.8 0.5
H 1.130510 -6.458983 5.412745 -0.1 0.2 0.0
H 1.403170 -8.936293 5.556215 0.1 0.1 0.0
H 2.321690 -10.094383 3.584145 0.0 -0.2 -0.1
H 2.561190 -8.949413 1.364525 -0.1 0.1 -0.1
H 1.875180 -6.516813 1.227355 -0.2 -0.1 -0.2
O -4.367440 -0.203413 -0.473755 -0.2 1.9 2.2
N -4.242500 -0.529543 -1.600715 0.1 -3.1 -2.0
O -4.138580 -1.748053 -1.883245 0.0 2.0 -0.8
C -4.227530 0.484217 -2.680455 0.9 2.3 -0.8
C -4.031940 0.127017 -4.021075 -0.4 -1.4 1.8
C -3.985270 1.061427 -5.012855 0.8 1.1 -0.1
C -4.002200 2.423517 -4.693085 -0.5 -0.1 0.2
C -4.147980 2.839067 -3.360695 -0.3 -0.5 -0.3
C -4.237890 1.899457 -2.359585 -0.5 -3.0 0.4
H -3.920490 -0.917113 -4.273615 -0.1 -0.1 0.1
H -3.778310 0.674367 -5.999645 -0.2 0.4 -0.3
H -3.973720 3.184627 -5.458785 0.1 0.0 -0.1
H -4.302180 3.870347 -3.079465 0.3 0.2 -0.3
H -4.404360 2.124857 -1.316575 0.1 0.4 0.0
C -6.412210 2.315277 5.048575 1.0 0.5 -0.5
O -5.934510 1.613697 3.879865 0.2 -0.3 0.2
C -4.653610 2.035437 3.311195 -1.0 0.5 1.5
C -3.389440 1.677497 4.159905 -0.3 0.3 -0.5
O -3.236920 2.444097 5.353635 -0.2 0.4 0.0
C -2.764730 3.786067 5.211625 -0.2 -0.4 -0.1
H -5.536180 2.675037 5.588245 -0.3 -0.1 0.4
H -7.073350 1.734997 5.692215 0.5 -0.7 -0.2
H -7.035830 3.175217 4.804245 0.1 0.3 -0.6
H -4.714710 3.119717 3.217895 0.2 0.3 0.0
H -4.691990 1.690837 2.277815 0.4 -0.5 0.2
H -2.484690 1.808137 3.566215 0.1 0.2 -0.5
H -3.359300 0.629467 4.457925 -0.4 0.0 0.1
H -1.746520 3.834407 4.825615 0.3 -0.3 0.0
H -2.797760 4.248927 6.197915 0.0 -0.2 0.0
H -3.361070 4.403177 4.539565 -0.4 -0.1 -0.1
C 1.711810 -2.769353 -7.320435 -0.3 1.2 -0.4
O 1.759600 -1.428993 -6.809685 0.3 -0.1 -0.2
C 3.120360 -1.020423 -6.623325 -0.8 -0.4 0.6
C 3.234590 0.367397 -5.980065 0.3 -0.3 -0.4
O 2.570030 0.598667 -4.778475 -1.8 -0.2 0.4
C 1.147610 0.898697 -4.815055 0.4 -0.7 -0.2
H 0.677620 -3.011583 -7.565145 -0.1 0.0 0.5
H 2.157760 -3.467703 -6.612245 0.0 -0.2 -0.1
H 2.197580 -2.772643 -8.296205 0.5 -0.3 0.0
H 3.668910 -1.033863 -7.565135 0.0 0.3 -0.3
H 3.587490 -1.799203 -6.020485 0.3 0.1 0.5
H 2.987960 1.116187 -6.732785 -0.1 0.3 -0.1
H 4.274210 0.483077 -5.673585 0.2 0.1 -0.5
H 0.547450 0.278527 -5.480865 0.5 -0.4 -0.3
H 0.927420 1.919877 -5.126175 0.4 0.3 0.3
H 0.766460 0.658997 -3.822395 0.1 0.5 0.0
C 4.256140 -4.360633 0.933005 1.3 0.4 0.7
O 4.836610 -5.630723 1.264945 -1.0 0.5 0.4
C 6.236270 -5.619013 1.564745 -0.8 -1.5 0.0
C 6.500620 -6.913463 2.392945 0.1 1.0 -1.4
O 6.028930 -8.066603 1.715315 0.6 1.5 0.2
C 6.236820 -9.208333 2.456115 -1.5 -1.8 -0.2
H 4.332340 -3.673093 1.775385 0.3 0.1 0.4
H 3.187930 -4.325913 0.718955 0.1 -1.0 -0.3
H 4.842810 -3.902083 0.136985 -0.2 0.0 -0.4
H 6.569500 -4.827023 2.235425 -0.2 0.5 -0.3
H 6.721260 -5.591023 0.588995 0.6 0.0 0.2
H 6.023790 -6.683893 3.345845 -0.4 -0.7 0.3
H 7.568440 -7.049183 2.564515 0.3 0.3 0.1
H 5.601250 -9.208823 3.341645 0.1 0.1 0.4
H 7.230210 -9.570553 2.720825 0.6 0.8 -0.1
H 5.829770 -9.987683 1.811905 0.0 -0.3 0.1
C -0.042870 -1.290773 4.686335 0.4 0.4 -1.0
O -0.127570 -0.308313 5.684575 -0.7 0.1 1.2
C 0.454550 0.949587 5.455145 2.1 -0.7 -0.4
C 1.905890 1.017397 6.032255 -0.4 0.3 -0.9
O 2.903660 0.297617 5.281005 -0.1 0.1 2.2
C 3.148510 0.728347 3.980635 -0.2 -0.4 -0.3
H -0.420800 -0.869003 3.754995 -0.5 -0.1 -0.3
H -0.595250 -2.192073 4.952075 -0.2 0.3 0.2
H 0.970940 -1.599503 4.431435 0.4 0.0 0.4
H -0.090260 1.796427 5.872455 -0.5 -0.4 0.3
H 0.558960 1.112887 4.382515 -0.2 0.2 -0.3
H 1.890520 0.698887 7.074565 0.2 -0.6 -0.2
H 2.192060 2.068027 6.081245 0.1 0.4 -0.2
H 4.165840 0.509107 3.656505 0.1 -0.4 0.5
H 3.096760 1.809197 3.849555 -0.7 0.2 -0.1
H 2.458210 0.115227 3.401245 -0.1 0.7 -1.0
C -2.357350 -6.943113 5.648755 -0.8 0.8 -1.0
O -2.994480 -6.094533 4.636885 1.2 -1.0 0.3
C -2.130080 -5.853923 3.521915 -1.1 0.8 0.1
C -2.836140 -4.900263 2.513235 0.3 -1.1 1.2
O -3.350850 -3.746313 3.155555 -0.6 -0.1 -1.5
C -4.048770 -2.899113 2.184355 1.0 0.2 1.4
H -3.168400 -7.427253 6.192705 0.1 0.2 0.1
H -1.730730 -6.327513 6.294105 -0.1 0.0 0.2
H -1.732640 -7.727403 5.221285 0.0 0.0 -0.3
H -1.897810 -6.786103 3.006955 -0.1 -0.3 -0.2
H -1.168980 -5.438343 3.824675 0.0 0.3 0.4
H -3.634800 -5.462323 2.029165 -0.3 0.0 0.0
H -2.073420 -4.727093 1.754035 0.1 0.6 -0.3
H -4.558690 -2.138403 2.775445 0.3 0.1 0.0
H -4.836310 -3.333943 1.568895 0.3 -0.8 0.0
H -3.260640 -2.456563 1.575165 -0.3 0.2 -0.4
C 3.612490 5.124707 -6.749465 1.0 0.6 -0.7
O 3.842970 5.050657 -5.349495 -0.7 0.0 -0.6
C 5.120980 4.608397 -4.998275 1.7 -0.4 0.0
C 5.224500 4.200207 -3.538915 -0.8 1.2 -0.4
O 4.349780 3.188947 -3.320285 -0.9 -2.8 0.6
C 2.991670 3.427007 -3.085625 -0.7 -0.4 -0.1
H 3.662920 4.232857 -7.374095 0.0 -1.0 0.8
H 4.414620 5.704057 -7.206665 0.0 0.6 0.0
H 2.662420 5.573727 -7.039025 0.0 0.2 0.8
H 5.956100 5.286767 -5.172895 -0.2 1.1 -0.3
H 5.431020 3.763417 -5.613075 -0.4 -0.6 0.0
H 4.964090 5.011987 -2.859725 0.3 0.6 0.0
H 6.211600 3.823547 -3.270845 0.2 0.2 -0.3
H 2.499660 3.969677 -3.892805 0.2 0.3 0.2
H 2.787360 3.877567 -2.114365 0.2 0.4 0.1
H 2.503900 2.452397 -3.067915 0.2 -0.1 0.1
C -7.120460 2.993907 -0.528825 -0.1 0.3 0.6
O -6.507050 3.749917 0.521515 0.1 0.2 -0.6
C -7.084800 5.061147 0.664225 1.3 0.2 0.7
C -6.089650 6.089897 1.405395 -1.3 -1.8 -1.2
O -5.058440 6.531177 0.541385 1.2 -0.5 -0.1
C -4.138110 5.511927 0.045135 -0.6 0.1 0.0
H -8.204940 2.993767 -0.419275 -0.2 0.1 0.0
H -6.810570 1.949797 -0.485265 0.3 0.1 0.2
H -6.871200 3.397027 -1.510395 0.1 0.1 -0.1
H -8.036280 4.890707 1.167955 -0.1 0.5 0.4
H -7.282520 5.549997 -0.289735 0.0 -0.2 -0.4
H -5.731020 5.666347 2.343525 0.3 -0.2 0.0
H -6.713960 6.948837 1.651465 0.2 0.2 -0.1
H -3.177690 5.863197 -0.332105 -0.3 1.2 0.3
H -4.576810 5.035287 -0.831475 -0.3 -0.4 0.2
H -3.835150 4.768097 0.782045 -0.6 -0.1 0.3
C -1.156400 4.972917 -2.129665 0.2 -1.3 -1.0
O -0.379250 5.365007 -3.291245 -0.3 0.9 1.3
C -0.674730 4.622547 -4.430845 -1.2 0.6 -0.9
C -1.508400 5.453047 -5.489035 0.2 -0.3 1.5
O -2.715620 5.944867 -4.888275 1.5 -1.1 0.8
C -3.479220 6.765487 -5.710515 -0.1 -0.6 -0.2
H -0.904170 3.921467 -1.992015 0.1 -0.1 0.6
H -2.231270 4.958417 -2.310045 -0.1 0.6 -0.3
H -0.962150 5.520947 -1.207695 0.5 0.4 -0.5
H -1.216830 3.717457 -4.156905 -0.1 -0.2 -0.1
H 0.258530 4.334067 -4.914485 0.1 0.0 -0.1
H -1.718080 4.837207 -6.363605 -0.1 -0.3 -0.1
H -0.875220 6.280337 -5.809645 0.0 0.3 0.0
H -4.215380 6.119477 -6.188905 -0.3 0.3 -0.5
H -2.817420 7.195567 -6.462265 -0.4 0.6 -0.1
H -3.998430 7.474497 -5.065675 0.1 0.3 -0.3
C 0.786410 -1.588943 1.113485 0.5 -0.1 0.6
O 0.385040 -0.299353 0.787185 -0.9 0.6 -1.0
C -0.684240 -0.301783 -0.163255 0.4 0.4 0.1
C -0.442030 0.793147 -1.168925 0.0 0.7 0.1
O -0.336300 2.126007 -0.626505 -1.2 -0.9 0.7
C -1.322350 2.375657 0.396525 0.3 1.1 -0.2
H -0.122880 -2.168193 1.274025 0.5 -0.7 0.1
H 1.408480 -1.540663 2.007235 -0.4 0.0 0.3
H 1.495450 -1.966103 0.376525 -0.4 -0.5 -0.5
H -1.657070 -0.277913 0.327785 -0.1 0.9 0.5
H -0.913560 -1.200773 -0.735385 1.3 -0.7 -0.2
H -1.223880 0.690517 -1.921435 -0.6 0.5 -0.1
H 0.479590 0.696967 -1.742915 0.2 -0.5 0.4
H -1.430610 3.456557 0.486125 0.1 0.2 -0.3
H -1.040070 2.089457 1.409695 0.3 -0.7 -0.2
H -2.325430 2.008887 0.178815 0.1 -0.4 -0.3
```
Forces are in eV/Å.

Computed properties:
- 2S+1: 1
- SMILES string: O=[N+]([O-])c1ccccc1.O=[N+]([O-])c1ccccc1.O=[N+]([O-])c1ccccc1.COCCOC.COCCOC.COCCOC.COCCOC.COCCOC.COCCOC.COCCOC.COCCOC.COCCOC
- Highest occupied orbital energy: -0.318 Ha
- Total charge: 0
- Kohn-Sham gap: 7.70 eV
- LUMO: -0.95 eV

No. 2
Here is a structure of composition C40H44N6O5PmS2Si from OMol25. Energies are from wB97M-V/def2-TZVPD.

The geometry in XYZ format:
```
99
Properties=species:S:1:pos:R:3:forces:R:3
Pm 0.056245 -1.754242 0.070400 -3.2 -0.7 2.8
C -0.401155 -4.539142 1.430000 0.2 0.1 0.1
C -1.370355 -4.803142 0.460500 -0.1 0.2 0.2
C -0.792055 -4.645642 -0.809500 0.3 0.0 -0.2
C 0.569445 -4.332242 -0.633400 0.4 -0.6 0.3
C 0.816145 -4.249142 0.769300 0.2 -0.7 -0.4
H -0.534255 -4.644942 2.497400 0.0 0.1 0.0
H -2.368455 -5.155542 0.663200 -0.1 0.2 0.0
H -1.261955 -4.885942 -1.755000 0.0 0.2 0.0
H 1.336045 -4.373942 -1.398600 -0.1 0.3 0.0
H 1.795645 -4.319542 1.227300 -0.1 0.3 -0.1
C -0.552155 -0.002942 1.842900 -0.6 0.6 -0.6
Si -2.199755 0.778758 1.443800 -0.1 -0.4 0.7
C -3.350655 -0.664642 0.856500 0.3 0.6 0.0
N -2.816655 -1.551042 -0.192100 0.1 -0.2 -0.2
C -2.841255 -0.922442 -1.523100 -0.2 0.3 -0.1
C -4.245355 -0.686142 -2.096700 0.2 -0.3 -0.1
C -5.048755 -1.983142 -2.133400 -0.2 0.2 0.1
C -5.063155 -2.596942 -0.739200 0.3 0.1 -0.2
C -3.620155 -2.783942 -0.256000 -0.3 -0.2 0.1
C -3.117655 1.530858 2.964900 0.2 -0.4 -0.3
C -2.581555 2.661958 3.578900 0.1 0.0 -0.1
C -3.206155 3.276458 4.648900 0.0 0.1 0.0
C -4.398355 2.766558 5.139000 -0.1 0.0 0.0
C -4.945955 1.638458 4.552300 -0.2 0.0 0.2
C -4.307155 1.031458 3.484100 0.1 -0.1 -0.1
C -2.339855 2.333658 0.347600 0.3 -0.4 0.1
C -1.277255 3.211958 0.171400 0.1 0.0 0.1
C -1.451255 4.431458 -0.461500 0.0 0.3 0.0
C -2.700255 4.801458 -0.933400 0.1 0.1 0.0
C -3.768655 3.933458 -0.782600 -0.2 0.1 0.0
C -3.583455 2.719958 -0.147200 -0.1 -0.2 0.1
H -0.583055 -0.379542 2.873600 -0.2 0.0 0.0
H 0.233345 0.762358 1.816200 0.2 0.0 0.0
H -4.338755 -0.285742 0.584600 -0.2 0.0 0.1
H -3.491555 -1.301242 1.731900 0.0 0.1 0.2
H -2.307755 -1.594842 -2.212400 0.1 0.1 0.0
H -2.314055 0.035358 -1.486700 -0.1 -0.4 0.0
H -4.133855 -0.279142 -3.102600 0.0 0.1 0.0
H -4.779755 0.059458 -1.506400 0.0 0.1 0.0
H -4.582355 -2.681542 -2.832200 0.0 -0.1 -0.1
H -6.068855 -1.797042 -2.479800 0.0 0.0 -0.1
H -5.557055 -3.571442 -0.756400 0.0 0.0 0.1
H -5.619855 -1.948442 -0.061300 -0.1 0.0 0.1
H -3.126055 -3.471242 -0.949300 0.0 0.1 0.2
H -3.621155 -3.233842 0.739000 0.1 -0.1 -0.1
H -1.655155 3.068958 3.198300 0.1 0.1 0.0
H -2.773155 4.162658 5.095900 0.0 0.0 0.0
H -4.902255 3.251458 5.964900 0.0 0.0 0.0
H -5.881455 1.235658 4.920400 0.0 0.0 0.0
H -4.747955 0.149858 3.042300 -0.1 -0.1 0.0
H -0.292755 2.938758 0.523900 0.2 0.0 0.1
H -0.613155 5.104858 -0.586900 0.1 0.0 0.0
H -2.842555 5.761958 -1.412600 0.0 0.0 0.0
H -4.750255 4.211958 -1.149000 0.0 0.0 0.0
H -4.432555 2.062558 -0.020500 -0.1 -0.1 0.0
N 7.064045 1.525658 -1.383300 0.2 0.3 -0.1
C 5.760745 1.183858 -1.555400 -0.3 0.2 -0.3
C 4.830745 1.281758 -0.504600 0.0 0.0 0.0
C 3.531645 0.849858 -0.664900 0.0 0.1 0.1
C 3.109045 0.394158 -1.904300 -0.4 -0.4 0.1
C 3.974445 0.394458 -2.984000 -0.1 -0.1 -0.2
C 5.279845 0.790158 -2.814500 0.0 0.0 0.1
S 1.602245 -0.504342 -2.051600 0.4 1.1 -1.9
O 1.795445 -1.634742 -1.125100 1.5 -0.5 -0.2
O 1.371245 -0.929642 -3.407700 0.5 0.2 0.1
N 0.235245 0.169258 -1.466000 1.6 -1.5 0.8
C -0.101055 1.244158 -2.193200 -0.8 1.9 -1.2
N 0.893145 1.910458 -2.804300 -0.3 -0.1 0.2
C 0.562345 2.933958 -3.558600 -0.2 0.4 -0.3
C -0.751555 3.332858 -3.767800 0.1 -0.1 0.1
C -1.702955 2.595258 -3.079900 0.0 0.2 -0.3
N -1.395955 1.587058 -2.292200 0.4 -0.5 0.0
H 7.449345 1.346658 -0.442900 -0.1 0.2 -0.3
H 7.678545 1.110758 -2.069600 -0.1 0.0 0.0
H 5.185345 1.632558 0.452700 -0.1 0.0 0.1
H 2.841345 0.851458 0.170400 0.0 0.0 0.1
H 3.608645 0.044658 -3.935600 0.0 0.0 -0.2
H 5.975745 0.758858 -3.637800 0.0 0.0 -0.2
H 1.396545 3.455458 -4.011700 0.0 0.1 -0.2
H -1.013555 4.153858 -4.417400 0.0 0.0 0.0
H -2.764455 2.808558 -3.160300 0.0 0.1 0.0
N 2.100545 -1.654842 2.232100 -0.1 -0.1 -0.1
C 3.475245 -1.490242 1.849500 0.2 -0.1 0.1
C 4.267045 -0.540642 2.482200 0.0 0.0 -0.1
C 5.590045 -0.374842 2.106700 0.0 0.0 0.2
C 6.112145 -1.134342 1.083200 0.7 0.1 -0.3
C 5.333445 -2.078742 0.451300 -0.1 -0.2 0.0
C 4.021845 -2.278542 0.842300 -0.1 0.1 0.1
S 7.822945 -0.903842 0.552200 0.2 -0.4 0.3
O 8.577545 -1.859042 1.347700 -0.1 0.3 -0.1
O 7.833945 -1.164542 -0.882300 -0.1 -0.1 0.3
O 8.111845 0.504658 0.879600 0.0 -0.3 0.3
H 1.870045 -0.958142 2.942800 -0.1 -0.3 -0.3
H 1.964945 -2.585442 2.631600 -0.1 0.3 -0.1
H 3.836145 0.073758 3.262300 0.0 0.0 0.1
H 6.229945 0.339458 2.599700 0.0 0.2 0.0
H 5.780045 -2.646842 -0.346900 0.0 -0.2 -0.2
H 3.408245 -3.018342 0.354000 0.0 -0.1 -0.1
```
Forces are in eV/Å.

Computed properties:
- 2S+1: 5
- Highest occupied orbital energy (spin up / spin down): -0.196 / -0.196 Ha
- Expectation value of S²: 6.005
- Total charge: -1
- Kohn-Sham gap (spin up / spin down): 7.33 / 7.33 eV
- LUMO (spin up / spin down): 1.99 / 1.99 eV

No. 3
Here is the ion C3H4N3 with charge +1 from OMol25. Energies are from wB97M-V/def2-TZVPD.

The geometry in XYZ format:
```
10
Properties=species:S:1:pos:R:3:forces:R:3
N 3.531564 -0.579133 -0.036183 -1.2 1.1 0.0
N 2.683972 0.143795 0.008292 2.2 -1.6 0.2
C 1.660479 0.970505 0.056229 -2.7 -1.5 -0.2
C 0.415807 0.390950 0.073945 1.1 -2.1 -0.1
C -0.236296 -0.948628 0.076634 -0.5 0.8 -4.7
N -0.855881 0.412822 0.031041 -1.1 0.3 -0.6
H 1.704740 1.974576 0.155992 1.2 3.0 0.0
H -0.519064 -1.400004 0.923837 -0.4 -1.8 3.2
H -0.329072 -1.628852 -0.877806 0.6 1.7 1.8
H -1.624218 0.858510 -0.486794 0.7 0.0 0.5
```
Forces are in eV/Å.

Computed properties:
- 2S+1: 1
- SMILES string: N#[N+]/C=C1\CN1
- Highest occupied orbital energy: -0.551 Ha
- Total charge: +1
- Kohn-Sham gap: 9.76 eV
- LUMO: -5.23 eV

Ordered maximum force results: 3.7, 4.3, 4.8; unit eV/Å.
Ordered relative energy (zero: lowest compared OMol25 entry of this formula, charge and spin) results: 0.0, 29.3, 27.9; unit kcal per mole.
Ordered E_tot results: -111287.737, -107478.560, -7635.097; unit eV.